w) C2H4N2S2 in the gas phase. Source: OMol25; level of theory: ωB97M-V/def2-TZVPD.

* multiplicity: 1
* charge: 0
* HOMO energy: -8.789 eV

The geometry in XYZ format:
```
10
Properties=species:S:1:pos:R:3:mulliken_charge:R:1
N 1.497 0.056 0.601 -0.358
N 0.927 -0.834 -0.208 -0.301
C -0.305 -0.851 -0.568 -0.228
C -1.364 0.099 -0.131 0.183
S -2.807 -0.453 0.309 -0.235
S -0.925 1.819 -0.099 -0.151
H 0.877 0.426 1.353 0.233
H 2.427 -0.256 0.828 0.251
H -0.534 -1.624 -1.309 0.388
H 0.207 1.618 -0.776 0.216
```

***

x) C2H4N2S2 in the gas phase. Source: OMol25; level of theory: ωB97M-V/def2-TZVPD.

* multiplicity: 1
* charge: 0
* HOMO energy: -8.712 eV

The geometry in XYZ format:
```
10
Properties=species:S:1:pos:R:3:mulliken_charge:R:1
N -1.432 -1.163 0.678 -0.337
C -1.153 0.088 0.310 -0.033
S -2.169 1.376 0.355 -0.350
C 0.265 0.278 -0.143 0.201
N 1.040 -0.707 -0.144 -0.398
S 2.642 -0.465 -0.691 -0.125
H -0.684 -1.872 0.646 0.277
H -2.380 -1.345 0.981 0.209
H 0.547 1.302 -0.452 0.394
H 3.029 -1.750 -0.529 0.161
```

***

y) C2H4N2S2 in the gas phase. Source: OMol25; level of theory: ωB97M-V/def2-TZVPD.

* multiplicity: 1
* charge: 0
* HOMO energy: -8.808 eV

The geometry in XYZ format:
```
10
Properties=species:S:1:pos:R:3:mulliken_charge:R:1
N 2.272 -0.098 -0.137 -0.473
N 1.042 0.537 0.157 -0.181
C 0.105 -0.291 -0.247 -0.132
C -1.349 -0.053 0.020 0.292
S -2.502 -1.143 -0.011 -0.249
S -1.817 1.712 -0.132 -0.203
H 2.940 0.404 0.441 0.274
H 2.142 -1.160 0.081 0.297
H 0.272 -1.414 -0.690 0.202
H -3.106 1.506 0.519 0.174
```

***

It is y) that is the least stable of them.

***

w) C2H4N2S2 in the gas phase. Source: OMol25; level of theory: ωB97M-V/def2-TZVPD.

* multiplicity: 1
* charge: 0
* HOMO energy: -8.965 eV

The geometry in XYZ format:
```
10
Properties=species:S:1:pos:R:3:mulliken_charge:R:1
H 2.358 0.824 -1.030 0.265
N 2.032 0.457 -0.128 -0.656
C 0.781 0.421 0.055 0.540
N 0.318 -0.039 1.295 -0.547
S -0.596 0.807 -1.151 -0.069
C -1.546 -0.663 -0.859 -0.203
S -2.906 -0.929 -1.717 -0.196
H -0.425 0.511 1.703 0.235
H 1.138 -0.069 1.881 0.278
H -1.155 -1.321 -0.048 0.352
```

***

x) C2H4N2S2 in the gas phase. Source: OMol25; level of theory: ωB97M-V/def2-TZVPD.

* multiplicity: 1
* charge: 0
* HOMO energy: -8.546 eV

The geometry in XYZ format:
```
10
Properties=species:S:1:pos:R:3:mulliken_charge:R:1
N -0.632 -1.680 -1.093 -0.594
N -0.296 -0.568 -0.279 -0.125
C 0.644 0.174 -0.622 0.081
S 0.934 1.740 0.202 -0.045
C -0.148 1.518 1.449 -0.132
S -0.296 2.588 2.693 -0.218
H 0.054 -2.060 -1.760 0.255
H -0.971 -2.329 -0.408 0.244
H 1.590 -0.072 -1.453 0.190
H -0.879 0.689 1.272 0.344
```

***

It is x) that is the least stable of them.

***

w) CHFO2 in the gas phase. Source: OMol25; level of theory: ωB97M-V/def2-TZVPD.

* multiplicity: 1
* charge: 0
* HOMO energy: -10.936 eV

The geometry in XYZ format:
```
5
Properties=species:S:1:pos:R:3:mulliken_charge:R:1
F -0.398 -1.242 -0.371 -0.211
C 0.071 -0.125 0.079 0.476
O 0.508 0.863 -0.722 -0.252
O -0.746 0.881 -0.119 -0.244
H 0.566 -0.377 1.133 0.231
```

***

x) CHFO2 in the gas phase. Source: OMol25; level of theory: ωB97M-V/def2-TZVPD.

* multiplicity: 1
* charge: 0
* HOMO energy: -10.357 eV

The geometry in XYZ format:
```
5
Properties=species:S:1:pos:R:3:mulliken_charge:R:1
F -0.848 1.553 -0.124 -0.172
C -0.728 0.334 0.108 0.348
O -1.619 -0.360 0.760 -0.215
O -1.776 -0.554 -0.609 -0.287
H 0.212 0.031 -0.102 0.326
```

***

It is x) that is the least stable of them.

***

w) A molecular structure, C16H31HgNP2S. Source: OMol25; level of theory: ωB97M-V/def2-TZVPD.

* multiplicity: 1
* charge: 0
* HOMO energy: -4.868 eV

The geometry in XYZ format:
```
52
Properties=species:S:1:pos:R:3:mulliken_charge:R:1
P -3.167 0.976 0.301 0.349
P 3.431 -1.164 2.234 1.037
C 1.058 -0.642 0.926 -0.917
C 1.728 -1.624 1.738 -0.652
H 1.651 -0.139 0.165 -0.306
H 0.027 -0.933 0.695 0.549
H 1.146 -1.832 2.661 0.309
H 1.886 -2.499 1.075 0.304
C 4.199 -0.166 0.967 -1.196
H 5.146 0.211 1.378 0.429
H 3.549 0.704 0.771 0.293
H 4.400 -0.798 0.086 0.384
C 4.190 -2.750 2.436 -1.366
H 4.894 -2.932 1.618 0.388
H 3.420 -3.532 2.496 0.406
H 4.766 -2.782 3.355 0.433
C -4.379 2.349 0.245 -1.145
H -4.801 2.479 1.256 0.379
H -5.145 2.179 -0.525 0.396
H -3.827 3.306 0.065 0.295
C -3.959 -0.535 0.918 -1.293
H -3.221 -1.359 0.922 0.306
H -4.840 -0.801 0.305 0.335
H -4.194 -0.357 1.985 0.397
Hg -0.012 1.447 -0.339 0.942
C 0.384 -1.059 -1.834 0.969
C 1.172 -0.006 -2.211 -1.365
C 0.766 1.004 -3.253 -0.566
C -0.750 1.309 -3.192 -1.212
C -1.378 1.503 -1.853 -1.083
C -2.496 0.540 -1.451 -0.106
C -2.280 -0.939 -1.843 -0.929
C -0.916 -1.422 -2.462 -1.022
C -0.460 2.041 1.677 -1.362
H 0.862 -1.815 -1.181 0.307
H 2.231 -0.104 -2.016 0.357
H 0.973 0.663 -4.289 0.327
H 1.323 1.946 -3.060 0.277
H -0.906 2.315 -3.588 0.364
H -1.369 0.612 -3.746 0.364
H -1.654 2.583 -1.799 0.901
H -3.383 0.847 -2.007 0.531
H -3.034 -1.084 -2.638 0.227
H -2.532 -1.678 -1.065 0.381
H -0.916 -2.528 -2.438 0.510
H -0.826 -1.164 -3.527 0.352
H -0.221 1.186 2.336 0.166
H -1.486 2.385 1.775 0.335
H 0.178 2.916 1.886 0.371
S 2.492 1.195 5.798 -0.334
C 2.933 0.309 4.587 0.690
N 3.348 -0.357 3.661 -0.508
```

***

x) A molecular structure, C16H31HgNP2S. Source: OMol25; level of theory: ωB97M-V/def2-TZVPD.

* multiplicity: 1
* charge: 0
* HOMO energy: -6.677 eV

The geometry in XYZ format:
```
52
Properties=species:S:1:pos:R:3:mulliken_charge:R:1
P -0.158 1.438 -1.076 0.174
P -1.120 -2.023 -1.448 0.772
C 0.740 0.067 -2.068 -0.686
C -0.161 -1.009 -2.682 -1.275
H 1.478 -0.374 -1.369 0.280
H 1.312 0.527 -2.890 0.548
H -0.946 -0.547 -3.291 0.366
H 0.421 -1.712 -3.295 0.457
C 0.274 -2.934 -0.635 -1.004
H -0.141 -3.526 0.203 0.417
H 1.029 -2.217 -0.269 0.015
H 0.736 -3.624 -1.375 0.429
C -1.800 -3.505 -2.342 -1.049
H -0.974 -4.160 -2.699 0.388
H -2.419 -3.159 -3.190 0.377
H -2.442 -4.072 -1.637 0.247
C 1.243 2.682 -1.612 -1.485
H 0.858 3.712 -1.559 0.444
H 1.572 2.526 -2.662 0.524
H 2.142 2.654 -0.977 0.250
C -1.300 2.225 -2.283 -1.218
H -1.986 1.473 -2.681 0.393
H -0.769 2.761 -3.082 0.381
H -1.851 2.946 -1.666 0.336
Hg -2.490 -0.352 -0.649 0.953
C 1.875 -0.639 1.959 0.171
C 3.179 -0.472 2.250 -0.759
C 3.892 0.724 2.787 -0.637
C 3.014 1.962 2.951 -0.835
C 2.409 2.491 1.686 -0.712
C 1.094 2.424 1.465 -0.738
C 0.152 1.434 2.089 -0.870
C 0.611 0.000 2.517 -0.811
C -4.579 0.105 -0.080 -1.238
H 1.642 -1.574 1.426 0.399
H 3.865 -1.313 2.114 0.371
H 4.733 0.960 2.120 0.342
H 4.321 0.487 3.769 0.381
H 2.212 1.765 3.684 0.299
H 3.646 2.778 3.337 0.428
H 3.042 3.086 1.020 0.459
H 0.564 3.085 0.767 1.192
H -0.731 1.322 1.440 0.181
H -0.216 1.890 3.012 0.562
H 0.630 -0.019 3.635 0.334
H -0.210 -0.681 2.171 0.297
H -5.369 -0.467 -0.601 0.341
H -4.715 1.180 -0.312 0.335
H -4.707 -0.078 1.002 0.344
S -5.183 -4.299 -0.652 -0.493
C -4.476 -3.324 0.434 0.230
N -3.945 -2.625 1.243 -0.609
```

***

It is w) that is the least stable of them.

***

w) C17H21N3O4 in the gas phase. Source: OMol25; level of theory: ωB97M-V/def2-TZVPD.

* multiplicity: 1
* charge: 0
* HOMO energy: -8.648 eV

The geometry in XYZ format:
```
45
Properties=species:S:1:pos:R:3:mulliken_charge:R:1
C -4.189 -2.886 0.681 -0.946
O -3.035 -2.116 0.442 -0.331
C -3.182 -0.786 0.187 0.857
C -4.399 -0.117 0.106 -0.530
C -4.422 1.246 -0.158 -0.721
C -3.254 1.955 -0.345 -0.973
C -2.033 1.285 -0.268 0.476
C -0.788 2.006 -0.449 0.074
N -0.689 3.310 -0.476 -0.576
O 0.636 3.566 -0.636 -0.167
C 1.252 2.383 -0.699 0.643
C 2.729 2.310 -0.814 -0.776
C 3.339 2.136 0.589 -0.921
C 2.622 0.993 1.305 0.658
O 1.833 1.177 2.206 -0.647
N 2.954 -0.230 0.841 -0.118
C 2.131 -1.391 1.083 -1.079
C 1.510 -1.846 -0.250 0.501
C 0.599 -3.066 -0.096 -0.596
C 1.565 -4.224 -0.337 -0.804
C 2.507 -3.627 -1.382 -0.533
O 2.557 -2.230 -1.141 -0.542
N 0.426 1.389 -0.599 -0.197
C -1.999 -0.075 -0.004 -0.267
H -4.743 -2.521 1.552 0.369
H -3.833 -3.896 0.880 0.226
H -4.851 -2.902 -0.190 0.370
H -5.332 -0.639 0.248 0.406
H -5.374 1.752 -0.216 0.383
H -3.263 3.013 -0.546 0.488
H 2.980 1.456 -1.445 0.341
H 3.099 3.227 -1.274 0.380
H 3.191 3.047 1.171 0.396
H 4.407 1.932 0.506 0.355
H 3.544 -0.312 0.026 0.292
H 2.742 -2.194 1.508 0.230
H 1.356 -1.100 1.794 0.412
H 1.000 -0.982 -0.693 0.397
H -0.177 -3.054 -0.861 0.375
H 0.124 -3.101 0.882 0.418
H 2.111 -4.463 0.576 0.272
H 1.072 -5.123 -0.698 0.412
H 2.120 -3.797 -2.397 0.300
H 3.523 -4.025 -1.325 0.313
H -1.058 -0.592 0.073 0.377
```

***

x) C17H21N3O4 in the gas phase. Source: OMol25; level of theory: ωB97M-V/def2-TZVPD.

* multiplicity: 1
* charge: 0
* HOMO energy: -8.888 eV

The geometry in XYZ format:
```
45
Properties=species:S:1:pos:R:3:mulliken_charge:R:1
C 3.584 -3.638 0.406 -0.890
C 2.016 -4.041 0.308 -0.217
N 1.404 -3.688 -1.044 -0.476
C 0.800 -2.338 -0.808 0.125
C -0.595 -2.217 -0.152 -0.481
C -1.239 -0.846 0.153 0.800
C -2.651 -0.682 0.867 -1.020
C -3.919 -0.668 -0.120 0.508
C -3.637 -0.086 -1.591 -0.998
C -5.029 0.288 0.599 -1.353
C -0.404 0.425 -0.246 0.192
C 1.009 0.291 -0.925 0.283
C 1.645 -1.079 -1.224 -0.736
C 1.809 1.650 -1.272 -0.236
O 2.522 1.768 -2.297 -0.496
C 1.576 2.840 -0.206 0.508
C 2.694 3.884 0.243 -0.457
N 4.024 3.686 -0.443 -0.629
C 0.285 2.961 0.397 0.064
O 0.044 4.032 1.335 -0.210
N -0.319 3.496 2.553 0.127
O 0.578 2.772 2.901 -0.252
C -0.891 1.914 0.035 0.009
O -2.072 2.323 -0.036 -0.529
H 4.209 -4.594 0.537 0.282
H 3.801 -2.975 1.328 0.246
H 3.959 -3.070 -0.509 0.248
H 1.910 -5.150 0.554 0.379
H 1.492 -3.419 1.127 0.172
H 2.196 -3.520 -1.680 0.410
H -1.161 -3.168 0.118 0.375
H -2.778 -1.613 1.543 0.458
H -2.699 0.212 1.598 0.390
H -4.386 -1.708 -0.210 0.382
H -2.694 0.542 -1.689 0.174
H -3.707 -0.951 -2.329 0.278
H -4.516 0.625 -1.836 0.317
H -5.161 -0.091 1.684 0.332
H -6.016 0.323 0.032 0.384
H -4.543 1.334 0.687 0.268
H 2.672 -1.202 -1.692 0.226
H 2.894 3.671 1.365 0.254
H 2.346 4.983 0.214 0.282
H 4.221 2.670 -0.491 0.232
H 4.728 4.052 0.217 0.276
```

***

It is x) that is the least stable of them.